Molecular formula: C56H147N9O19
Method: DFT, ωB97M-V/def2-TZVPD

CARTESIAN COORDINATES (ANGSTROEM)
H -4.53 18.28 -16.40
H -3.05 19.12 -23.07
C -2.95 26.55 -21.90
C 2.36 17.02 -17.87
C -0.29 16.30 -22.37
H -3.01 22.56 -12.28
H 0.29 19.24 -19.40
H -3.86 13.79 -17.08
H 2.26 18.96 -15.08
H -7.00 22.43 -18.00
H -2.69 17.62 -20.73
O 8.43 16.84 -17.32
C 5.70 24.04 -24.00
H 2.57 17.79 -18.62
H -2.57 16.97 -11.55
H -9.85 19.48 -12.07
H -6.66 16.03 -22.53
H -5.29 26.31 -23.29
H 6.58 23.55 -23.58
C -2.97 18.74 -18.40
H -2.12 17.14 -14.27
H 0.34 17.27 -15.00
H -7.36 23.79 -15.87
C 4.89 14.63 -16.67
H -3.59 21.21 -23.95
C -7.18 21.63 -17.29
H -2.52 19.15 -20.96
H -1.28 17.60 -18.75
H -6.31 22.27 -13.51
C -1.78 25.68 -21.48
H -5.22 20.11 -22.04
H 2.15 22.10 -20.87
H -5.48 27.49 -22.09
H -6.58 18.40 -14.65
H -1.71 18.52 -13.14
H -1.30 16.06 -22.07
N 0.52 19.16 -14.05
H -1.03 20.44 -19.57
H 3.41 15.93 -15.74
C -2.95 13.86 -16.49
H 1.29 23.93 -23.60
O -6.50 21.91 -16.07
C 3.75 22.81 -14.33
H 10.55 17.06 -17.17
H 1.53 21.69 -13.83
H -10.32 19.62 -13.70
C -9.46 19.77 -13.04
H 8.39 16.49 -15.26
O -2.81 22.59 -19.48
H -1.68 15.49 -15.98
H 3.35 25.01 -24.27
H -1.17 22.00 -13.66
H 4.53 23.20 -14.98
H -4.93 24.06 -12.10
H -1.54 24.15 -19.00
H -1.27 16.03 -10.87
C -10.00 22.08 -12.61
H -6.08 15.25 -19.67
H -4.99 16.39 -18.91
C -1.86 21.85 -14.50
N -2.01 24.29 -21.74
H 3.45 18.27 -21.42
H -3.89 17.14 -26.07
H -6.75 20.70 -17.68
H 2.93 20.10 -19.21
C -7.22 22.87 -15.31
C 1.46 21.24 -23.54
H -5.38 18.10 -20.50
H 4.45 18.18 -22.80
H -7.01 20.08 -14.59
C -5.58 17.09 -20.83
C -3.02 23.75 -24.96
H -5.50 20.58 -20.34
H -0.79 18.57 -15.55
H -8.24 21.40 -17.15
C -1.73 18.47 -19.23
C -3.39 22.57 -18.16
H -7.98 19.01 -15.46
H -3.26 16.05 -16.07
N -1.99 18.34 -20.67
H 4.24 21.41 -17.50
H 1.63 15.35 -22.79
H -5.08 23.05 -21.22
H -0.27 17.82 -21.22
C -4.98 20.84 -21.26
O -3.62 20.78 -21.08
H -2.24 13.29 -17.08
N -4.31 16.63 -21.44
H 5.67 25.13 -23.92
H -7.34 23.74 -13.34
H -4.40 22.18 -18.16
C 1.69 19.82 -22.98
H -1.38 23.15 -26.17
H -2.93 27.52 -21.40
H 3.12 21.82 -22.77
H -0.96 23.25 -24.36
C -6.60 23.23 -13.95
H -8.22 22.56 -15.01
C -8.23 18.83 -13.22
H -8.14 16.79 -17.23
C -5.36 26.42 -22.20
H -2.96 24.09 -21.48
H 7.23 14.05 -15.63
N -1.86 21.54 -25.15
C -2.55 19.42 -24.00
H -6.49 16.41 -16.89
H -6.28 25.93 -21.86
H -7.74 16.80 -13.09
H -6.60 17.73 -22.74
H -0.85 25.95 -21.97
O -4.19 25.83 -21.61
H -2.37 15.80 -17.54
O 4.56 23.60 -23.33
H -0.69 19.77 -17.97
C -6.64 16.96 -21.96
H 3.88 21.25 -20.14
H -7.58 17.06 -21.42
O -0.80 16.81 -12.70
H 1.01 18.68 -13.30
C -1.76 16.29 -11.81
C 2.26 20.92 -14.07
H -2.22 15.39 -12.21
H 9.64 17.97 -18.46
O -6.98 16.98 -18.87
C 3.51 15.36 -16.66
H 0.29 14.48 -23.39
H 1.10 19.12 -23.57
H 9.49 18.49 -16.81
C -5.20 24.11 -25.83
O -3.95 23.49 -26.03
N 5.92 15.60 -16.23
C -3.39 17.55 -25.20
O -2.81 22.90 -14.33
H -0.84 22.55 -18.93
C -3.96 19.20 -16.29
H 2.25 24.26 -22.19
C 1.60 19.79 -14.85
H 2.76 14.58 -16.77
H -2.90 26.60 -22.99
H -2.49 21.28 -25.90
N -5.45 24.13 -14.13
C -1.68 22.98 -25.14
H -4.44 16.69 -22.44
H 3.52 22.87 -18.08
H 2.71 20.59 -13.14
C 7.19 14.93 -16.26
C 0.62 15.05 -22.52
H 3.01 23.60 -14.23
H -2.10 21.38 -23.04
H -3.46 23.58 -17.73
H -7.53 15.23 -17.78
H -2.76 21.95 -17.51
H -5.23 25.20 -25.90
C -1.35 17.66 -13.71
H 5.73 23.80 -25.06
O 1.93 21.80 -19.99
H -5.64 23.93 -24.85
H -1.23 22.05 -15.37
C -1.51 23.18 -19.50
H 2.56 21.56 -17.33
H 1.44 19.63 -21.93
H -3.71 18.00 -18.71
O -2.99 13.55 -15.11
H -3.32 21.38 -20.39
H 5.89 16.30 -16.96
H -4.49 20.05 -16.71
C -2.53 20.96 -23.95
O 3.33 21.54 -14.80
H -3.88 17.15 -24.31
C 3.08 21.17 -19.40
C 8.40 15.93 -16.19
C -3.59 22.72 -13.19
C -5.87 16.31 -19.55
H -3.45 23.51 -23.98
H 1.38 16.62 -18.14
C -1.12 23.40 -20.96
H -1.54 19.01 -24.00
C -5.43 22.20 -21.80
H -7.54 18.97 -12.39
H 2.25 17.56 -16.93
O -2.83 18.71 -16.97
H -4.19 15.65 -21.23
H 3.26 23.41 -24.98
C -0.26 18.13 -14.71
C -4.45 24.03 -13.08
H 1.68 21.30 -24.61
H -5.04 23.83 -15.01
H -10.32 21.97 -11.58
H 7.36 14.50 -17.25
H -5.86 23.71 -26.60
H 4.21 22.53 -13.38
H -0.09 23.76 -20.98
O -9.05 21.12 -13.02
C 9.64 17.60 -17.44
H 2.94 17.37 -22.90
H -9.53 23.06 -12.71
C -7.27 16.28 -17.64
C 3.40 18.27 -22.51
H -2.25 20.83 -14.54
O 0.37 17.17 -21.50
C 3.37 21.80 -18.03
H -1.07 22.41 -21.41
C -0.69 19.55 -19.04
H 4.90 13.81 -15.96
H -3.75 19.33 -15.23
H -2.93 12.59 -15.04
H -10.83 22.15 -13.32
H 0.38 21.44 -23.53
H -6.52 22.28 -21.84
N 2.20 22.22 -22.68
H 1.25 20.36 -15.71
H -2.38 17.16 -25.26
C -2.59 15.35 -16.57
O -3.41 18.99 -25.09
C -7.43 19.07 -14.52
H -5.09 22.38 -22.82
H -0.38 16.92 -23.27
C 2.19 23.62 -23.07
H 5.03 14.26 -17.68
H -3.36 19.71 -18.70
H -2.71 24.79 -24.92
O 3.10 19.58 -23.09
H -9.03 17.20 -12.33
N -8.54 17.41 -13.19
H -4.17 21.80 -13.32
H 0.61 14.39 -21.66
C 3.34 23.94 -24.04
H -1.69 25.83 -20.41
O 3.53 16.18 -17.81
H 9.28 15.28 -16.10
H -3.81 24.90 -13.16

The calculation puts the frontier orbital gap at 8.7 eV. Its multiplicity is 1. The total charge is 0. Its energy above the lowest of the compared OMol25 structures with the same formula, charge and spin is 27.5 kcal per mole. The HOMO energy comes out at -8.21 eV. As for the strongest force on any atom: 3.0 eV/Å.

Molecular formula: C17H16BI2N5OReS2
Method: DFT, ωB97M-V/def2-TZVPD

CARTESIAN COORDINATES (ANGSTROEM)
C 3.52 -3.00 -0.06
H 4.60 -2.94 0.02
C -0.64 -5.28 -0.92
C 2.90 -4.16 -0.48
N 1.16 2.76 1.50
H -0.63 4.15 1.56
N -2.54 0.40 2.77
B -0.18 3.25 2.21
H -1.23 -6.14 -1.21
S 0.20 -0.08 2.87
H 0.13 3.55 3.32
C 1.37 2.12 0.35
H -2.49 -1.23 4.09
H 4.38 1.59 -1.02
C 3.33 2.81 1.06
H 3.49 -5.02 -0.75
N -1.31 2.15 2.28
C 2.76 -1.90 0.30
O -1.12 -1.80 0.20
H -2.91 3.51 1.93
H 3.20 -0.98 0.66
C 0.80 -3.07 -0.19
C 0.72 -5.36 -0.94
H 4.39 2.97 1.05
I 1.63 -7.13 -1.52
C 1.50 -4.23 -0.56
C -3.39 1.42 2.50
C -0.60 -3.01 -0.17
N 1.42 -1.91 0.22
N 2.69 2.14 0.06
H -4.46 1.30 2.53
H 3.09 2.34 -1.99
C -2.92 -0.97 3.13
C 2.37 3.18 1.96
I -3.39 -4.06 -0.50
C -2.62 2.51 2.19
H 2.91 0.67 -1.42
H 2.46 3.72 2.89
C 3.30 1.65 -1.18
H -2.59 -1.67 2.36
H -4.01 -1.01 3.20
S 0.12 1.42 -0.68
C -1.33 -4.10 -0.53
C -1.28 0.86 2.63
Re 0.10 -0.42 0.66

The calculation puts the frontier orbital gap (alpha / beta) at 6.2 / 6.1 eV. Its multiplicity is 2. The total charge is +2. The HOMO energy (alpha / beta) comes out at -13.91 / -13.92 eV. As for the strongest force on any atom: 0.2 eV/Å.

Molecular formula: C25H48Cl14O6S2
Method: DFT, ωB97M-V/def2-TZVPD

CARTESIAN COORDINATES (ANGSTROEM)
H 2.48 0.11 -0.37
C 4.85 -1.88 -6.09
H -7.51 -1.00 5.96
C -1.63 0.15 1.11
H -1.47 7.27 -0.40
H -3.10 -0.30 6.11
H 0.16 7.82 -2.28
H -7.43 -0.96 3.52
H -2.20 7.26 -2.01
Cl 3.65 -3.64 -4.37
H 3.94 -3.75 -6.71
H -4.38 -3.89 -1.13
Cl 3.14 -0.15 3.39
H -0.75 0.36 0.41
C 3.38 2.10 -0.92
C 5.82 -0.13 2.80
O -0.48 -0.55 -4.23
H -2.17 1.44 2.96
H 2.13 -1.70 -3.62
S 0.63 0.25 -3.55
H 4.31 0.11 -0.45
C -1.47 6.76 -1.37
H -1.40 -0.66 1.89
Cl -5.01 -5.24 -2.45
C -6.54 -0.86 5.48
C -2.65 0.69 6.20
Cl 5.67 -0.96 1.23
H 1.93 4.18 -1.87
C 2.94 2.49 0.60
H -3.11 -2.72 -1.51
C -1.04 2.76 1.45
H 3.34 1.78 1.39
Cl -5.35 -1.71 6.49
C -3.42 -7.35 -3.26
H 5.35 -1.45 -5.22
H -5.33 -6.87 -4.11
C 0.52 2.46 1.81
O 1.33 1.23 -4.74
C -0.10 6.79 -2.02
C -3.52 -3.34 -0.72
H -1.43 3.71 1.98
C 4.53 -3.35 -5.89
H -3.77 -7.89 -2.38
H -2.87 -4.85 0.69
C -2.49 -4.31 -0.18
H -4.06 -5.73 -4.56
Cl -2.06 5.10 -1.12
C 3.33 -0.11 -2.49
H 1.60 -1.38 -1.87
C -1.16 0.60 6.48
H -2.23 -5.03 -0.94
Cl -1.86 -6.59 -2.86
Cl -0.32 -0.44 5.31
H 5.46 -3.92 -5.82
H -0.08 6.20 -2.93
H 3.65 0.62 -3.31
H -3.15 1.22 7.01
H -3.07 1.83 1.40
H -1.00 0.17 7.47
O 4.83 5.08 -0.99
H 5.50 -1.76 -6.96
C 4.44 4.03 -0.47
Cl -0.98 -3.49 0.30
H 5.02 -0.20 4.79
C 1.92 -0.87 -2.85
H -0.69 1.58 6.46
C 1.35 2.67 0.45
H 4.84 -1.71 3.90
C 4.81 -0.63 3.81
C 3.37 0.49 -1.00
H 4.12 -0.96 -2.51
Cl -5.12 -1.03 3.14
O -0.05 1.13 -2.53
Cl -4.16 -2.26 0.55
H 0.64 1.41 2.27
S 2.65 3.08 -2.33
H 5.72 0.95 2.62
Cl 1.17 6.19 -0.93
C -6.59 -1.41 4.06
H -1.11 2.93 0.30
H 0.81 3.27 2.58
H -6.30 0.20 5.49
H -2.51 -0.24 0.48
Cl 3.38 -0.92 -6.42
H 0.63 1.80 -5.14
C -2.02 1.56 1.83
H 1.11 3.72 0.08
O 3.51 3.85 0.63
H 0.99 1.84 -0.27
H 6.83 -0.32 3.16
H -6.73 -2.49 4.06
H -3.22 -8.07 -4.05
Cl -3.00 1.59 4.70
O 4.75 2.65 -0.82
C -4.45 -6.34 -3.74

The calculation puts the frontier orbital gap at 9.1 eV. Its multiplicity is 1. The total charge is 0. Its SMILES is CCCCC[C@@H]1OC(=O)O[C@@]1(S)CCCS(=O)(=O)O.ClCCCl.ClCCCl.ClCCCl.ClCCCl.ClCCCl.ClCCCl.ClCCCl. The HOMO energy comes out at -8.65 eV. As for the strongest force on any atom: 7.1 eV/Å.

Number 2 is which compound?
C17H16BI2N5OReS2

Which formula does entry 3 have?
C25H48Cl14O6S2

Number 2 is which compound?
C17H16BI2N5OReS2

What did the third record say?
Molecular formula: C25H48Cl14O6S2
Method: DFT, ωB97M-V/def2-TZVPD

CARTESIAN COORDINATES (ANGSTROEM)
H 2.48 0.11 -0.37
C 4.85 -1.88 -6.09
H -7.51 -1.00 5.96
C -1.63 0.15 1.11
H -1.47 7.27 -0.40
H -3.10 -0.30 6.11
H 0.16 7.82 -2.28
H -7.43 -0.96 3.52
H -2.20 7.26 -2.01
Cl 3.65 -3.64 -4.37
H 3.94 -3.75 -6.71
H -4.38 -3.89 -1.13
Cl 3.14 -0.15 3.39
H -0.75 0.36 0.41
C 3.38 2.10 -0.92
C 5.82 -0.13 2.80
O -0.48 -0.55 -4.23
H -2.17 1.44 2.96
H 2.13 -1.70 -3.62
S 0.63 0.25 -3.55
H 4.31 0.11 -0.45
C -1.47 6.76 -1.37
H -1.40 -0.66 1.89
Cl -5.01 -5.24 -2.45
C -6.54 -0.86 5.48
C -2.65 0.69 6.20
Cl 5.67 -0.96 1.23
H 1.93 4.18 -1.87
C 2.94 2.49 0.60
H -3.11 -2.72 -1.51
C -1.04 2.76 1.45
H 3.34 1.78 1.39
Cl -5.35 -1.71 6.49
C -3.42 -7.35 -3.26
H 5.35 -1.45 -5.22
H -5.33 -6.87 -4.11
C 0.52 2.46 1.81
O 1.33 1.23 -4.74
C -0.10 6.79 -2.02
C -3.52 -3.34 -0.72
H -1.43 3.71 1.98
C 4.53 -3.35 -5.89
H -3.77 -7.89 -2.38
H -2.87 -4.85 0.69
C -2.49 -4.31 -0.18
H -4.06 -5.73 -4.56
Cl -2.06 5.10 -1.12
C 3.33 -0.11 -2.49
H 1.60 -1.38 -1.87
C -1.16 0.60 6.48
H -2.23 -5.03 -0.94
Cl -1.86 -6.59 -2.86
Cl -0.32 -0.44 5.31
H 5.46 -3.92 -5.82
H -0.08 6.20 -2.93
H 3.65 0.62 -3.31
H -3.15 1.22 7.01
H -3.07 1.83 1.40
H -1.00 0.17 7.47
O 4.83 5.08 -0.99
H 5.50 -1.76 -6.96
C 4.44 4.03 -0.47
Cl -0.98 -3.49 0.30
H 5.02 -0.20 4.79
C 1.92 -0.87 -2.85
H -0.69 1.58 6.46
C 1.35 2.67 0.45
H 4.84 -1.71 3.90
C 4.81 -0.63 3.81
C 3.37 0.49 -1.00
H 4.12 -0.96 -2.51
Cl -5.12 -1.03 3.14
O -0.05 1.13 -2.53
Cl -4.16 -2.26 0.55
H 0.64 1.41 2.27
S 2.65 3.08 -2.33
H 5.72 0.95 2.62
Cl 1.17 6.19 -0.93
C -6.59 -1.41 4.06
H -1.11 2.93 0.30
H 0.81 3.27 2.58
H -6.30 0.20 5.49
H -2.51 -0.24 0.48
Cl 3.38 -0.92 -6.42
H 0.63 1.80 -5.14
C -2.02 1.56 1.83
H 1.11 3.72 0.08
O 3.51 3.85 0.63
H 0.99 1.84 -0.27
H 6.83 -0.32 3.16
H -6.73 -2.49 4.06
H -3.22 -8.07 -4.05
Cl -3.00 1.59 4.70
O 4.75 2.65 -0.82
C -4.45 -6.34 -3.74

The calculation puts the frontier orbital gap at 9.1 eV. Its multiplicity is 1. The total charge is 0. Its SMILES is CCCCC[C@@H]1OC(=O)O[C@@]1(S)CCCS(=O)(=O)O.ClCCCl.ClCCCl.ClCCCl.ClCCCl.ClCCCl.ClCCCl.ClCCCl. The HOMO energy comes out at -8.65 eV. As for the strongest force on any atom: 7.1 eV/Å.